{
  "formula": "C5H11N2",
  "method": "ωB97M-V/def2-TZVPD",
  "fmax_ev_per_a": 4.35,
  "e_homo_ev": -14.409,
  "charge": 1,
  "lumo_energy_ev": -5.308,
  "species": ["C", "C", "C", "C", "C", "N", "N", "H", "H", "H", "H", "H", "H", "H", "H", "H", "H", "H"],
  "positions_angstrom": [[2.4504, -0.7853, 1.2655], [-1.5981, 1.1742, 0.9861], [2.6558, 0.3305, 0.8295], [-0.1871, 0.0035, -2.2200], [-0.3746, -0.9304, 0.4557], [-0.8087, 0.7691, -1.1233], [-0.9232, 0.2831, 0.0059], [2.3705, -1.8684, 1.5548], [-1.5165, 0.7240, 2.0055], [-2.5780, 1.2003, 0.5149], [-1.2341, 2.2019, 1.1918], [2.5644, 1.4170, 0.6652], [-0.3453, 0.6695, -3.1425], [0.8845, -0.2302, -2.0487], [-0.5096, -1.0088, -2.3129], [-0.9379, -1.2865, 1.3376], [0.7980, -1.0334, 0.4295], [-0.7104, -1.6302, -0.3948]],
  "atomic_forces_ev_per_a": [[1.007, -0.603, -0.203], [-0.475, -0.259, 1.295], [-0.886, 0.071, 0.923], [0.690, 1.880, -0.515], [-0.143, -3.908, -1.905], [0.155, -0.839, -0.525], [1.615, 3.038, 0.038], [0.311, 1.853, -0.334], [-0.653, -0.085, -1.072], [-0.444, 0.354, 0.961], [0.396, -0.626, -1.252], [0.520, -1.230, -0.083], [0.369, -1.468, 1.368], [-0.206, 0.902, 0.138], [-1.228, -0.687, -0.205], [0.892, 0.359, -0.221], [-2.493, 0.894, 0.309], [0.574, 0.353, 1.282]]
}


{
  "formula": "C20H14Cl2N6O6PtS3",
  "method": "ωB97M-V/def2-TZVPD",
  "fmax_ev_per_a": 3.07,
  "e_homo_ev": [-7.890, -7.847],
  "charge": 0,
  "lumo_energy_ev": [-2.993, -2.974],
  "species": ["Pt", "Cl", "C", "C", "C", "Cl", "C", "C", "C", "C", "N", "C", "C", "O", "H", "H", "H", "H", "N", "C", "C", "C", "C", "C", "C", "S", "O", "O", "N", "C", "N", "C", "C", "C", "N", "H", "H", "H", "H", "H", "H", "H", "H", "H", "N", "C", "H", "O", "S", "O", "O", "S"],
  "positions_angstrom": [[-0.6731, -1.0128, -0.0334], [1.3018, -3.1617, -4.2294], [-0.0449, -2.1069, -4.1781], [-0.8440, -1.9257, -5.3049], [-1.9253, -1.0797, -5.2702], [-2.9205, -0.9197, -6.6666], [-2.2400, -0.3469, -4.0982], [-3.2868, 0.5884, -3.9833], [-3.4833, 1.2430, -2.7955], [-2.6689, 0.9363, -1.6968], [-1.6981, 0.0581, -1.7855], [-1.4464, -0.5649, -2.9515], [-0.3205, -1.4561, -2.9582], [0.3731, -1.6292, -1.9036], [-0.6059, -2.4646, -6.2105], [-3.9097, 0.7873, -4.8436], [-4.2683, 1.9763, -2.6876], [-2.7930, 1.4155, -0.7348], [-0.1135, -6.9158, 1.7483], [0.6750, -5.8548, 1.3915], [0.6587, -5.3643, 0.0765], [1.3894, -4.2414, -0.2593], [2.1412, -3.6080, 0.7151], [2.2643, -4.1535, 1.9901], [1.5560, -5.2831, 2.3206], [2.7635, -1.9598, 0.5122], [3.0830, -1.6885, -0.8524], [3.7895, -1.7430, 1.4899], [1.4823, -0.8868, 0.8924], [1.1923, -0.6509, 2.1553], [1.7671, -1.2213, 3.2122], [1.4218, -0.8511, 4.4189], [0.4602, 0.1398, 4.6742], [-0.1566, 0.6949, 3.5987], [0.1850, 0.3117, 2.3421], [-0.9293, -7.1122, 1.1952], [-0.1951, -7.1158, 2.7297], [0.0490, -5.8637, -0.6627], [1.3691, -3.8386, -1.2593], [2.9022, -3.6401, 2.6940], [1.6228, -5.6996, 3.3173], [1.9152, -1.3795, 5.2248], [0.2007, 0.4434, 5.6748], [-0.9603, 1.4124, 3.6764], [-1.0932, 1.7531, 0.9302], [-0.5868, 0.6640, 1.2232], [-0.8771, 2.5952, 1.4596], [-2.5360, -1.2080, 1.6580], [-2.0599, -2.5962, 1.5732], [-0.6140, -2.6505, 1.8229], [-2.8219, -3.5717, 2.2971], [-2.2275, -2.9579, -0.4545]],
  "atomic_forces_ev_per_a": [[1.606, 0.087, -2.614], [0.259, -0.252, -0.086], [-0.215, 0.498, 1.133], [-0.384, 0.343, -0.088], [0.352, -0.099, 0.249], [-0.188, 0.074, -0.312], [0.152, -0.145, -0.065], [-0.014, 0.120, 0.160], [-0.045, -0.075, -0.245], [0.135, -0.061, 0.189], [-0.095, -0.083, 1.153], [0.436, -0.348, -0.578], [-0.984, -0.174, -1.708], [0.022, -0.238, 2.288], [-0.013, -0.023, -0.021], [-0.049, 0.013, 0.014], [-0.013, 0.017, 0.029], [-0.033, -0.019, 0.019], [0.029, -0.298, 0.060], [0.228, 0.179, -0.201], [0.151, 0.029, 0.174], [-0.212, 0.001, -0.085], [0.055, 0.872, 0.398], [-0.006, 0.193, -0.067], [-0.140, -0.045, -0.027], [0.911, -0.481, -0.483], [-0.547, -0.083, -0.030], [-0.194, 0.107, 0.104], [-0.885, -0.356, 0.026], [-0.220, 0.425, -0.433], [0.189, -0.124, 0.675], [0.081, -0.075, -0.587], [-0.126, 0.421, 0.054], [-0.015, -0.100, 0.126], [0.641, -0.624, 1.145], [0.014, 0.037, 0.038], [-0.121, 0.019, -0.034], [-0.047, 0.007, -0.095], [-0.133, 0.111, -0.133], [-0.048, -0.090, 0.146], [0.022, -0.024, 0.037], [-0.038, 0.000, 0.129], [-0.059, -0.040, 0.029], [-0.028, -0.004, -0.048], [-0.090, 0.070, -0.231], [-0.422, -0.624, -1.636], [0.004, -0.243, 0.319], [-0.152, 0.158, 0.542], [-1.249, -0.964, 0.695], [0.380, 0.350, -0.073], [0.038, 0.112, -0.151], [1.061, 1.450, 0.098]]
}


{
  "formula": "C4Ag10O12",
  "method": "ωB97M-V/def2-TZVPD",
  "fmax_ev_per_a": 4.13,
  "e_homo_ev": -13.773,
  "charge": 2,
  "lumo_energy_ev": -10.633,
  "species": ["Ag", "Ag", "Ag", "Ag", "Ag", "Ag", "Ag", "Ag", "Ag", "Ag", "C", "O", "O", "O", "C", "O", "O", "O", "C", "O", "O", "O", "C", "O", "O", "O"],
  "positions_angstrom": [[-0.0922, -3.8622, 3.0374], [3.6159, -0.5332, 0.9564], [2.0306, 0.1059, -2.1119], [-0.8704, 0.9191, -0.9275], [-1.0507, 2.6276, 1.8978], [1.9156, 2.0997, 1.3245], [-1.9433, -0.7509, 2.8508], [1.9444, -1.5891, 3.5958], [-1.5914, -2.3045, 0.1201], [1.6110, -2.7547, -0.3755], [0.8606, 3.1332, -1.1090], [1.6884, 3.9943, -1.4066], [0.3563, 2.3719, -2.0198], [0.2733, 3.1643, 0.0872], [0.4598, -1.6157, -3.0915], [0.2600, -0.5560, -3.7739], [0.0082, -1.7067, -1.8654], [1.1947, -2.5204, -3.5707], [-3.1876, 0.4488, 0.4356], [-2.7546, -0.3732, -0.4825], [-2.6545, 1.6218, 0.4160], [-3.7045, -0.0093, 1.5118], [0.4608, -0.4045, 1.2336], [0.2235, -1.6310, 1.6486], [-0.2880, 0.5813, 1.4246], [1.2344, -0.4563, 0.1940]],
  "atomic_forces_ev_per_a": [[0.362, 0.469, -0.039], [-0.363, -0.217, 0.519], [-0.559, 0.604, -0.385], [-0.814, 0.243, -2.522], [-0.977, 0.908, -0.083], [-0.124, 0.228, -0.266], [-0.611, 0.219, -0.501], [0.290, -0.019, -0.305], [-0.309, 0.571, -0.741], [-0.471, 0.170, -0.523], [-0.788, 3.353, 0.460], [0.215, -1.364, 0.059], [-0.010, -1.827, 0.734], [1.109, -1.198, -0.131], [0.716, -1.719, -0.271], [-0.113, 0.613, 0.917], [-0.135, -0.066, 0.820], [-0.409, 0.741, 0.446], [2.541, -0.930, 2.749], [0.374, 0.012, -0.478], [-0.590, 0.457, -0.694], [-0.076, 0.120, -0.526], [-1.247, -2.278, -3.206], [-0.969, 0.010, 1.760], [0.966, -0.796, 1.994], [1.993, 1.698, 0.211]]
}


{
  "formula": "C4H20N8O6",
  "method": "ωB97M-V/def2-TZVPD",
  "fmax_ev_per_a": 8.15,
  "e_homo_ev": -9.632,
  "charge": 0,
  "lumo_energy_ev": 0.123,
  "species": ["N", "C", "N", "O", "H", "H", "H", "H", "N", "C", "N", "O", "H", "H", "H", "H", "N", "C", "N", "O", "H", "H", "H", "H", "N", "C", "N", "O", "H", "H", "H", "H", "O", "H", "H", "O", "H", "H"],
  "positions_angstrom": [[-3.9379, 0.5128, 4.0728], [-4.6378, -0.3431, 4.7973], [-4.1401, -0.3241, 5.9982], [-5.6825, -0.8601, 4.4603], [-4.2632, 0.6760, 3.1307], [-3.2267, 1.0789, 4.5130], [-4.5147, -1.0785, 6.5556], [-3.4494, 0.3544, 6.2859], [-3.2202, 4.5546, -2.4409], [-2.2387, 3.6983, -2.6589], [-1.3362, 4.1148, -3.4683], [-1.9918, 2.7233, -1.9553], [-3.1918, 5.4738, -2.8585], [-4.0136, 4.2607, -1.8893], [-1.5428, 4.9802, -3.9463], [-0.6138, 3.4323, -3.6485], [3.4501, -0.2727, -5.3356], [2.7207, -1.1951, -5.8773], [1.8869, -1.8068, -5.0495], [2.7856, -1.3499, -7.0640], [3.6329, -0.2343, -4.3430], [4.1835, 0.0252, -5.9628], [1.1881, -2.4347, -5.4203], [1.8068, -1.4611, -4.1038], [0.6935, -3.2897, 3.7173], [1.1218, -4.4803, 3.6332], [1.6987, -4.6216, 2.5267], [0.9762, -5.3406, 4.4426], [0.6464, -2.5998, 2.9812], [0.1171, -3.1261, 4.5304], [2.1665, -5.4751, 2.2567], [1.5885, -3.7902, 1.9640], [1.4461, -0.2179, -0.2865], [2.0809, 0.4985, -0.2788], [0.5935, 0.2168, -0.2715], [5.3998, 2.4742, 0.1612], [5.7224, 2.1929, 1.0173], [6.0948, 3.0341, -0.1850]],
  "atomic_forces_ev_per_a": [[1.019, 1.493, -3.189], [-1.722, 1.478, -1.065], [0.457, -1.841, 4.116], [-0.050, -1.165, -0.430], [0.311, 0.354, 0.246], [-0.190, -0.128, -0.737], [0.432, 0.575, 0.757], [-0.248, -0.764, 0.295], [-2.642, 1.289, 0.306], [0.479, -1.721, 3.912], [2.374, 1.472, -3.271], [-1.133, -1.208, 0.019], [-0.434, -0.344, 0.172], [0.314, 0.273, -0.083], [0.931, -0.528, -0.630], [0.150, 0.734, -0.398], [3.124, 3.201, 2.133], [-1.288, -0.688, -1.145], [-1.543, -1.413, 1.474], [-0.298, -1.227, -2.463], [0.056, 0.008, -0.231], [-0.022, 0.216, 0.367], [0.226, 0.245, 0.148], [-0.271, -0.332, -0.240], [-3.631, 6.690, 2.912], [-0.373, -2.645, 1.731], [3.565, -1.169, -6.496], [-0.394, -2.235, 2.846], [0.065, -0.327, 0.284], [0.020, 0.320, -0.226], [-0.232, 0.428, -0.138], [0.983, -1.032, -0.948], [0.074, -0.324, 0.014], [0.221, 0.201, 0.019], [-0.303, 0.136, -0.059], [-0.235, -0.077, -0.107], [0.055, -0.098, 0.233], [0.152, 0.154, -0.131]]
}


{
  "formula": "C30H54NO9S",
  "method": "ωB97M-V/def2-TZVPD",
  "fmax_ev_per_a": 2.71,
  "e_homo_ev": -10.663,
  "charge": 1,
  "lumo_energy_ev": -5.060,
  "species": ["C", "O", "C", "C", "C", "C", "C", "C", "C", "C", "C", "C", "O", "O", "C", "C", "N", "C", "S", "O", "O", "H", "H", "H", "H", "H", "H", "H", "H", "H", "H", "H", "H", "H", "H", "H", "H", "H", "H", "H", "H", "H", "H", "C", "C", "C", "O", "C", "H", "H", "H", "H", "H", "H", "H", "H", "C", "C", "C", "O", "C", "H", "H", "H", "H", "H", "H", "H", "H", "C", "C", "C", "O", "C", "H", "H", "H", "H", "H", "H", "H", "H", "C", "C", "C", "O", "C", "H", "H", "H", "H", "H", "H", "H", "H"],
  "positions_angstrom": [[2.5392, -5.4119, 5.9887], [2.9611, -6.0446, 4.8005], [3.3725, -5.0646, 3.8566], [4.1982, -5.7012, 2.7333], [3.6728, -5.4271, 1.3017], [3.3251, -3.9501, 0.9975], [4.4560, -3.1472, 0.2810], [3.8524, -2.2050, -0.8286], [3.6547, -0.7789, -0.3633], [4.7017, 0.0941, -0.5367], [4.5916, 1.4102, -0.1499], [5.7086, 2.4073, -0.3595], [6.0649, 2.6350, -1.4926], [6.3179, 3.0907, 0.6495], [3.3887, 1.8300, 0.4197], [2.3848, 0.9364, 0.5573], [2.4965, -0.3525, 0.1762], [1.3081, -1.1961, 0.3592], [0.4526, -1.3852, -1.2457], [-0.7122, -2.1814, -1.0782], [0.2345, -0.0402, -1.6830], [1.7964, -4.6229, 5.7806], [2.0684, -6.1442, 6.6517], [3.3851, -4.9790, 6.5470], [4.0214, -4.3617, 4.4111], [2.4724, -4.5253, 3.5175], [4.1465, -6.7860, 2.8889], [5.2505, -5.3983, 2.7725], [4.3979, -5.7888, 0.5648], [2.7443, -6.0011, 1.1845], [2.4388, -3.9643, 0.3435], [3.0225, -3.3752, 1.8833], [5.2339, -3.7883, -0.1380], [4.8885, -2.4664, 1.0268], [4.6126, -2.1577, -1.6179], [2.9713, -2.6540, -1.2900], [5.6243, -0.2454, -0.9968], [5.9151, 2.8115, 1.4876], [3.2004, 2.8495, 0.7466], [1.4474, 1.2593, 0.9985], [1.5060, -2.1341, 0.8814], [0.5916, -0.6412, 0.9718], [1.2467, -1.9762, -2.1860], [3.7543, 7.1323, -0.4225], [4.3685, 5.7871, -0.0625], [4.4963, 5.8938, 1.4434], [3.4393, 6.7384, 1.8947], [2.8317, 7.3792, 0.7621], [3.2323, 7.1387, -1.3779], [4.5338, 7.8964, -0.4548], [3.6668, 4.9829, -0.3165], [5.3174, 5.5806, -0.5553], [5.4458, 6.3571, 1.7291], [4.4188, 4.9215, 1.9412], [1.8491, 6.9222, 0.6026], [2.6901, 8.4384, 0.9739], [-3.9507, -1.3716, -2.3075], [-5.2097, -2.0143, -1.7420], [-5.6285, -2.9280, -2.8842], [-4.4252, -3.3265, -3.5548], [-3.3402, -2.5201, -3.0944], [-3.2792, -0.9740, -1.5459], [-4.2216, -0.5556, -2.9841], [-4.9607, -2.6060, -0.8608], [-5.9808, -1.3007, -1.4623], [-6.2592, -2.3989, -3.6069], [-6.1639, -3.8135, -2.5404], [-2.7037, -3.1417, -2.4562], [-2.7500, -2.1801, -3.9486], [-5.4383, 0.5900, 2.3591], [-6.6930, -0.0531, 2.9320], [-7.1169, -0.9709, 1.7964], [-5.9167, -1.3717, 1.1211], [-4.8297, -0.5620, 1.5739], [-4.7647, 0.9916, 3.1156], [-5.7126, 1.4018, 1.6810], [-6.4385, -0.6432, 3.8160], [-7.4655, 0.6615, 3.2118], [-7.7518, -0.4446, 1.0760], [-7.6494, -1.8556, 2.1462], [-4.1877, -1.1819, 2.2116], [-4.2450, -0.2244, 0.7150], [-4.4020, 3.8757, -4.8790], [-3.6965, 2.5719, -4.5305], [-3.4858, 2.7249, -3.0322], [-4.5677, 3.5203, -2.5429], [-5.2711, 4.0967, -3.6503], [-4.9766, 3.8318, -5.8030], [-3.6699, 4.6819, -4.9705], [-4.3584, 1.7256, -4.7316], [-2.7673, 2.4137, -5.0769], [-2.5506, 3.2539, -2.8136], [-3.4725, 1.7668, -2.5094], [-6.2326, 3.5819, -3.7467], [-5.4614, 5.1518, -3.4518]],
  "atomic_forces_ev_per_a": [[-0.267, -0.024, 0.459], [0.070, 0.113, -0.199], [0.564, -0.023, 0.668], [-0.312, -0.190, -0.631], [-0.521, 0.284, 0.779], [0.341, -0.039, -0.651], [-1.284, 0.753, 0.493], [0.940, -0.352, 0.026], [-0.057, -1.490, -0.769], [0.682, 0.520, -0.113], [0.016, 0.761, 1.000], [1.580, 1.204, -1.839], [-0.631, -0.626, 1.031], [-1.467, -1.322, -0.026], [0.428, 0.581, -0.013], [-0.969, 0.223, 0.340], [0.014, 0.279, 0.491], [0.296, -0.471, -0.231], [-2.028, 1.034, -0.716], [0.362, -0.924, 0.647], [0.907, 0.436, 0.006], [0.184, -0.118, 0.044], [0.090, -0.036, -0.322], [-0.096, 0.043, -0.269], [-0.285, 0.161, -0.295], [0.208, -0.063, -0.124], [0.224, 0.213, 0.023], [-0.178, -0.058, 0.287], [-0.196, -0.017, 0.069], [0.253, 0.017, -0.086], [0.245, -0.042, 0.038], [0.066, -0.383, 0.023], [-0.192, 0.101, 0.001], [0.440, -0.404, -0.187], [-0.321, 0.165, 0.015], [0.034, 0.074, 0.226], [-0.192, -0.090, 0.049], [0.305, 0.259, 0.166], [0.220, -0.111, -0.084], [0.025, -0.282, -0.164], [0.249, 0.056, -0.379], [-0.072, -0.089, -0.365], [0.335, -0.047, 0.633], [0.114, 0.157, 0.032], [-0.100, -0.235, -0.179], [0.124, 0.273, 0.254], [0.013, -0.090, -0.242], [-0.183, -0.125, 0.028], [-0.010, -0.016, 0.024], [-0.015, -0.011, -0.022], [0.007, 0.026, -0.091], [-0.015, 0.026, -0.009], [0.074, -0.146, -0.006], [-0.020, 0.044, 0.129], [-0.020, 0.070, -0.059], [0.023, -0.033, 0.108], [-0.079, 0.190, -0.139], [0.091, -0.189, -0.045], [-0.053, 0.116, -0.185], [-0.006, 0.141, 0.094], [0.063, -0.230, 0.071], [0.020, -0.035, -0.009], [0.037, -0.001, 0.006], [-0.072, 0.036, 0.021], [0.006, -0.030, 0.027], [-0.062, -0.005, 0.052], [0.060, -0.045, -0.061], [0.067, 0.080, 0.014], [-0.041, -0.061, -0.053], [-0.027, 0.180, -0.134], [0.042, -0.115, 0.176], [-0.104, 0.036, -0.167], [-0.028, 0.207, 0.323], [0.051, -0.193, 0.055], [-0.004, -0.026, 0.000], [0.035, -0.005, 0.008], [-0.033, 0.008, -0.005], [0.003, -0.005, -0.034], [-0.055, 0.006, 0.055], [0.056, -0.046, -0.067], [0.066, 0.068, 0.013], [-0.047, -0.062, -0.056], [0.125, 0.149, -0.017], [-0.108, -0.161, -0.043], [0.105, 0.130, 0.121], [0.055, -0.034, -0.148], [-0.172, -0.114, 0.036], [-0.013, -0.012, 0.025], [-0.028, 0.001, -0.015], [0.030, -0.005, 0.003], [0.000, 0.018, 0.019], [0.061, -0.075, -0.047], [-0.042, 0.037, 0.061], [-0.021, 0.056, -0.062], [0.021, -0.024, 0.091]]
}


{
  "formula": "C6H8",
  "method": "ωB97M-V/def2-TZVPD",
  "fmax_ev_per_a": 3.92,
  "e_homo_ev": -9.022,
  "charge": 0,
  "lumo_energy_ev": 1.133,
  "species": ["C", "C", "C", "C", "C", "C", "H", "H", "H", "H", "H", "H", "H", "H"],
  "positions_angstrom": [[0.4147, 0.0727, 1.3402], [-0.7133, 0.6463, 1.0131], [-1.2617, 0.6503, -0.4687], [-0.1721, 0.1821, -1.3972], [0.8803, -0.4611, -0.9398], [1.1216, -0.8574, 0.4704], [0.7617, 0.2293, 2.3017], [-1.2399, 1.2834, 1.6147], [-2.0284, -0.1159, -0.4509], [-1.7587, 1.6049, -0.8088], [-0.4680, 0.4184, -2.3947], [1.6265, -0.9298, -1.6880], [2.1561, -0.9078, 0.8145], [0.6813, -1.8155, 0.5936]],
  "atomic_forces_ev_per_a": [[-1.118, -0.045, 0.047], [-0.376, 0.474, -3.820], [0.660, -0.231, 1.732], [-1.340, 0.734, 0.989], [2.340, -1.662, -2.673], [0.411, 0.880, -0.172], [0.758, 0.122, 1.943], [-1.054, 1.411, 1.922], [-0.543, -0.157, -0.348], [0.699, -0.839, 0.638], [0.805, -0.297, -0.961], [-1.203, 1.030, 1.065], [0.158, -0.142, -0.639], [-0.198, -1.279, 0.275]]
}